No. 1
The following is a DFT calculation (wB97M-V/def2-TZVPD) of C5H6NO3S3 as an isolated structure at a distorted geometry.

The geometry in XYZ format:
```
18
Properties=species:S:1:pos:R:3:forces:R:3
C -3.1586 1.0073 -0.3544 -0.1 0.4 -2.6
C -2.9442 0.2884 0.7115 -0.2 -1.1 3.9
C -0.8812 1.2155 -0.6217 -2.3 0.4 1.7
C 2.7746 -0.2733 0.9669 3.1 0.1 -0.1
C 3.1741 0.0209 -0.4205 0.6 2.7 -1.5
N -2.0402 1.5155 -0.9869 -1.2 -0.1 -1.1
O -2.0104 -1.6637 -1.3737 -0.1 0.1 -0.2
O -0.4707 -2.8469 0.1197 -0.1 1.2 -0.8
O 3.9147 -0.5431 -1.1835 0.2 -1.3 0.3
S -1.2870 0.1049 1.1856 -0.2 0.5 -0.5
S 0.6091 1.6102 -0.9621 2.1 0.4 -0.7
S -0.7301 -1.6538 -0.7075 0.3 -2.0 0.8
H -4.1190 1.0060 -0.8865 0.4 0.6 0.4
H -3.7195 0.0033 1.4501 0.4 -0.3 -0.9
H 1.7904 -0.0675 1.0385 -3.4 0.7 0.4
H 2.9555 -1.2899 1.2464 0.4 -0.5 0.4
H 3.3039 0.5211 1.5649 -0.3 -1.0 -0.2
H 2.8387 1.0452 -0.7868 0.2 -1.0 0.7
```
Forces are in eV/Å.

Results
- LUMO (Eh) = 0.1173
- HOMO energy (eV) = -4.3
- net charge = -1
- frontier orbital gap (eV) = 7.45

No. 2
The following is a DFT calculation (wB97M-V/def2-TZVPD) of a 3-piece molecular cluster, C25H35BrN6O7P overall at a distorted geometry.

The geometry in XYZ format:
```
75
Properties=species:S:1:pos:R:3:forces:R:3
C 7.3161 2.9177 4.0133 -0.1 0.4 0.0
C 6.8220 1.5489 4.3939 0.3 0.4 -0.4
O 6.3891 1.3297 5.4762 -0.4 -0.3 1.1
O 6.9210 0.5551 3.4959 -0.2 -0.3 -0.5
C 6.6579 0.9009 2.1251 0.3 0.0 0.3
C 6.3740 -0.3543 1.3134 0.0 0.5 -0.6
C 5.0744 -0.1876 0.5130 0.5 -0.1 0.5
C 5.2147 0.9113 -0.5269 -0.2 -0.2 -0.4
C 3.9733 1.1896 -1.3743 -0.1 0.3 0.2
C 2.6251 1.2294 -0.6310 0.2 0.2 -0.7
N 2.6331 1.7448 0.7520 -0.1 -0.3 0.3
C 1.9345 0.9932 1.7924 -0.4 0.1 -0.2
C 0.5878 1.6148 2.1926 0.2 -0.1 0.4
C 0.2674 1.3200 3.6512 -0.2 -0.3 -0.5
Br -0.8205 0.8773 1.0757 0.1 0.3 0.0
C 3.1934 2.8840 1.0845 0.0 0.1 -0.1
N 3.8335 3.7340 0.2443 0.0 0.0 0.1
C 4.2696 4.7214 0.9934 -0.3 0.1 -0.1
P 5.2689 6.0617 0.1873 0.7 -0.4 -0.6
O 5.8222 5.5694 -1.0768 -0.1 0.0 -0.1
N 3.9185 4.5688 2.2775 0.3 0.1 -0.4
N 3.2214 3.3898 2.3477 0.0 0.1 0.1
H 8.4016 2.9511 3.9648 0.1 -0.2 -0.1
H 6.9212 3.2720 3.0639 0.1 0.0 -0.2
H 6.9987 3.5982 4.7962 0.0 0.0 0.1
H 5.7969 1.5769 2.1038 -0.2 0.0 0.0
H 7.4996 1.4601 1.7180 0.1 0.0 0.0
H 7.1845 -0.4572 0.5930 0.1 -0.4 0.1
H 6.3416 -1.2339 1.9465 0.0 0.0 0.2
H 4.3040 0.0393 1.2496 -0.3 -0.1 -0.1
H 4.8348 -1.1395 0.0419 -0.2 0.0 -0.1
H 5.5539 1.8521 -0.0967 0.1 0.0 0.2
H 6.0055 0.6021 -1.2109 0.1 0.1 -0.1
H 3.8730 0.4365 -2.1535 -0.1 -0.1 0.0
H 4.1013 2.1369 -1.8905 0.1 0.1 0.0
H 2.2011 0.2326 -0.6012 0.0 -0.1 0.4
H 1.9295 1.8325 -1.2126 -0.1 0.0 0.0
H 2.5706 0.8650 2.6709 0.2 0.1 0.1
H 1.7297 0.0048 1.3988 0.2 -0.2 0.1
H 0.5868 2.6829 1.9955 0.0 0.1 0.0
H -0.6560 1.8023 3.9519 0.0 0.2 0.1
H 1.0997 1.6046 4.2944 0.0 0.2 0.2
H 0.1099 0.2485 3.7596 0.1 -0.1 0.1
H 4.4106 7.1670 0.0956 -0.1 0.0 0.4
H 6.2407 6.3191 1.1695 -0.3 0.3 0.3
H 4.1096 5.1698 3.0624 -0.1 -0.2 0.2
H 2.8705 3.0324 3.2216 0.0 0.0 0.0
C -4.4277 -0.4518 -0.5767 0.0 0.0 0.0
C -5.4726 -1.1037 -1.2158 0.1 0.1 0.0
C -5.2201 -1.9102 -2.3144 0.0 0.1 0.0
C -3.9171 -2.0496 -2.7494 0.0 0.1 0.1
C -2.8605 -1.4068 -2.1321 0.2 0.1 0.1
C -3.1254 -0.6026 -1.0383 -0.1 0.0 0.0
N -3.6383 -2.9222 -3.9039 0.0 0.0 0.0
O -4.5808 -3.4613 -4.4430 0.0 0.0 0.0
O -2.4785 -3.0478 -4.2443 0.0 0.0 0.0
H -4.6275 0.1729 0.2845 0.0 0.0 0.0
H -6.4867 -0.9931 -0.8597 0.0 0.0 0.0
H -6.0231 -2.4192 -2.8161 0.0 -0.1 -0.1
H -1.8523 -1.5341 -2.4967 0.0 -0.1 -0.1
H -2.3063 -0.0962 -0.5427 -0.2 -0.1 -0.2
C -11.3255 -5.7295 -4.2572 0.0 0.0 0.0
C -10.9119 -6.5343 -3.2038 0.0 0.1 -0.1
C -9.9152 -6.0991 -2.3466 0.0 -0.2 0.1
C -9.3519 -4.8554 -2.5630 -0.1 0.0 -0.1
C -9.7447 -4.0401 -3.6080 0.0 0.1 -0.1
C -10.7406 -4.4865 -4.4604 0.0 -0.1 0.0
N -8.3053 -4.3832 -1.6451 0.1 0.0 0.0
O -7.9583 -5.1208 -0.7496 0.0 0.0 0.0
O -7.8416 -3.2718 -1.8355 -0.2 0.0 0.0
H -12.1069 -6.0721 -4.9221 0.0 0.0 0.0
H -11.3672 -7.5022 -3.0484 0.0 0.0 0.0
H -9.5850 -6.7167 -1.5253 0.1 0.1 0.0
H -9.2843 -3.0753 -3.7563 0.1 0.0 0.1
H -11.0616 -3.8630 -5.2828 0.0 0.0 0.0
```
Forces are in eV/Å.

Results
- LUMO (Eh) = -0.1352
- HOMO energy (eV) = -11.2
- net charge = +1
- frontier orbital gap (eV) = 7.55

No. 3
The following is a DFT calculation (wB97M-V/def2-TZVPD) of a 2-piece molecular cluster, C11H20NOS overall at a distorted geometry.

The geometry in XYZ format:
```
34
Properties=species:S:1:pos:R:3:forces:R:3
C -1.2361 -2.9649 -1.0601 0.4 1.6 -2.0
C -0.3282 -2.8282 -2.2677 0.5 1.9 -2.5
C -1.6058 -1.6208 -0.4974 -3.7 1.0 -2.1
C 0.9232 -2.0669 -1.8004 1.4 0.1 -0.4
C -0.4408 -0.8824 0.0017 0.6 -0.5 3.3
C -0.6345 4.4757 1.7534 -2.6 -0.9 -0.6
C 0.7018 -0.8146 -0.9481 0.4 1.1 -2.3
C 0.6899 3.9865 1.4046 1.1 0.2 -3.2
C 1.6643 0.9416 0.4508 -1.8 3.5 -1.2
C 1.5067 1.2346 1.8710 2.1 -0.2 -0.3
C 2.0007 -0.2887 -0.3209 -2.6 -2.7 3.6
N 0.7474 0.9898 2.8809 -0.1 0.1 -0.5
O 0.3779 5.3825 2.1980 1.0 0.5 1.3
S 2.9691 1.8877 1.3671 -0.1 -0.7 0.8
H -2.0734 -3.4940 -1.3220 -2.3 -1.3 -0.6
H -0.8152 -3.4680 -0.2876 1.7 -1.9 2.3
H 0.0570 -3.6633 -2.9131 -0.7 0.0 1.4
H -0.8798 -2.2266 -3.0885 0.6 -0.5 1.4
H -2.0720 -0.9663 -1.3439 0.7 -1.1 1.1
H -2.5105 -1.7402 0.1953 1.6 0.3 -0.4
H 1.4843 -2.8010 -1.2511 0.4 -0.5 0.8
H 1.6952 -1.7642 -2.5747 -1.3 -0.4 0.3
H -0.7865 0.0736 0.4379 0.4 0.0 -0.5
H -0.0619 -1.4583 0.9022 -0.2 0.4 -0.5
H -1.4207 5.1087 1.1622 1.6 -1.5 1.0
H -0.9796 3.7037 2.4880 -0.8 1.7 -0.1
H 0.4875 -0.0773 -1.7354 -0.5 0.3 0.2
H 1.0468 4.3452 0.3652 -0.6 -0.2 1.4
H 0.9982 1.7537 -0.1235 1.4 -1.9 0.8
H 2.3499 -1.1113 0.3868 0.0 1.1 -0.7
H 2.7402 -0.0680 -0.9820 2.0 0.5 -2.1
H 0.9277 1.2309 3.8436 0.2 0.3 -0.1
H -0.1869 0.7771 2.6062 -0.8 -0.7 0.3
H 0.7971 5.0257 2.9985 -0.2 0.6 0.2
```
Forces are in eV/Å.

Results
- LUMO (Eh) = -0.1456
- HOMO energy (eV) = -11.7
- net charge = +1
- frontier orbital gap (eV) = 7.78
- ΔE to the lowest compared entry with this formula, charge and spin (kJ/mol) = 511.43

No. 4
The following is a DFT calculation (wB97M-V/def2-TZVPD) of a 2-piece molecular cluster, C3H5NOS overall at a distorted geometry.

The geometry in XYZ format:
```
11
Properties=species:S:1:pos:R:3:forces:R:3
C 0.4171 -0.7735 1.8251 -1.8 1.0 -3.1
C 0.4304 -1.1254 0.5684 -1.6 5.0 0.3
C 0.4650 0.5283 -1.6805 0.2 2.8 -2.4
N -0.2133 0.4644 -0.5466 0.6 -4.9 3.4
O 0.3945 1.4778 -2.4536 -0.2 -0.2 0.2
S -1.2301 1.4438 0.2800 0.0 1.2 -0.2
H 0.7051 -1.3962 2.5784 0.8 -1.5 2.1
H -0.2463 0.0988 1.9737 0.8 0.0 0.5
H 0.5587 -1.8025 -0.1736 0.9 -2.0 -1.7
H 1.1510 -0.2398 -2.0248 0.0 -1.0 0.9
H -2.4321 1.3243 -0.3465 0.4 -0.4 -0.1
```
Forces are in eV/Å.

Results
- LUMO (Eh) = 0.0133
- HOMO energy (eV) = -9.1
- net charge = 0
- frontier orbital gap (eV) = 9.46
- ΔE to the lowest compared entry with this formula, charge and spin (kJ/mol) = 444.25

No. 5
The following is a DFT calculation (wB97M-V/def2-TZVPD) of H20O12V as an isolated structure at a distorted geometry.

The geometry in XYZ format:
```
33
Properties=species:S:1:pos:R:3:forces:R:3
O -0.1494 -1.0288 0.6092 0.6 -4.3 1.1
V -0.8390 0.3709 0.6454 0.5 2.3 -1.3
O 0.1621 1.2376 -0.2970 -0.4 1.7 0.4
O -2.1762 2.2423 0.9725 -0.6 -0.1 0.2
H -2.1398 3.1491 1.2768 0.3 0.3 0.0
H -3.0536 2.1487 0.6016 -0.2 0.1 -0.1
O 0.5847 -2.9554 2.5021 0.0 -0.6 0.8
H 1.5238 -2.8773 2.6696 0.2 0.0 0.0
H 0.3726 -2.1928 1.9639 -0.3 0.7 -0.9
O 2.1720 -1.9271 -0.6563 0.6 0.0 0.2
H 1.4836 -2.5535 -0.4330 -0.6 -0.2 0.1
H 2.9840 -2.3569 -0.3877 0.2 0.0 -0.1
O 2.9077 3.0423 -0.7048 0.3 0.5 0.0
H 2.2343 2.9851 -0.0271 -0.5 -0.3 0.2
H 3.4284 2.2468 -0.5935 0.1 -0.3 0.1
O -0.0408 1.0329 2.6783 -0.1 0.3 -0.1
H 0.2388 0.7738 3.5563 0.1 -0.5 0.1
H -0.2798 1.9557 2.7652 0.0 0.3 0.0
O -2.3392 -0.1540 -1.0194 -0.3 0.2 0.5
H -2.3606 -0.7160 -1.7940 0.5 -0.2 -0.3
H -3.1483 0.3550 -1.0698 -0.2 0.2 -0.2
O 1.5272 2.2933 -2.9214 -0.1 0.1 -1.0
H 0.9353 3.0208 -3.1131 -0.2 0.0 -0.1
H 1.9881 2.5619 -2.1267 0.3 0.3 0.6
O -0.1883 -3.4989 -1.4346 0.1 -0.4 -0.1
H -0.2369 -2.6174 -1.8045 0.2 0.5 -0.2
H -1.0345 -3.6262 -1.0057 -0.1 0.0 0.3
O 1.2023 -0.3872 -2.7336 -0.3 -0.7 -0.5
H 1.3211 0.5549 -2.6130 -0.3 0.6 -0.1
H 1.5082 -0.7746 -1.9135 0.2 -0.3 0.4
O -2.5804 -0.5710 1.9517 -0.4 0.4 0.1
H -2.4806 -1.2814 2.5854 0.4 -0.3 0.1
H -3.5268 -0.4526 1.8709 -0.2 0.1 -0.1
```
Forces are in eV/Å.

Results
- ⟨S²⟩ = 0.755
- LUMO (spin up / spin down) (Eh) = -0.0342 / -0.0344
- HOMO energy (spin up / spin down) (eV) = -6.2 / -8.1
- net charge = 0
- 2S+1 = 2
- frontier orbital gap (spin up / spin down) (eV) = 5.28 / 7.11
- ΔE to the lowest compared entry with this formula, charge and spin (kJ/mol) = 0.00

No. 6
The following is a DFT calculation (wB97M-V/def2-TZVPD) of C40H36N5O2ReS4Si as an isolated structure.

The geometry in XYZ format:
```
89
Properties=species:S:1:pos:R:3:forces:R:3
Re -0.7307 -0.0460 -0.3190 -0.1 0.9 0.3
N -0.7790 1.0305 3.8389 0.0 0.0 0.0
C -0.4685 0.8202 2.5549 0.0 0.1 0.0
S -1.6261 -0.2333 1.6582 0.0 -0.3 0.4
N 0.6029 1.3343 2.0425 0.0 -0.1 -0.1
N 0.7544 1.0222 0.7115 0.0 0.0 0.0
C 1.6890 1.6089 0.0338 0.0 -0.1 -0.2
C 2.6059 2.6325 0.5649 0.0 0.1 0.1
C 2.7209 3.8480 -0.1132 -0.1 0.0 0.1
C 3.5370 4.8504 0.3847 0.0 0.0 0.0
C 4.2562 4.6411 1.5528 0.0 0.0 0.0
C 4.1536 3.4308 2.2248 0.0 0.0 0.0
C 3.3262 2.4310 1.7421 0.0 -0.1 -0.1
C 1.7487 1.2062 -1.3898 0.1 -0.1 0.1
C 2.8254 1.5243 -2.2072 0.0 0.0 0.0
C 2.8366 1.0866 -3.5189 0.0 0.0 0.0
C 1.7685 0.3415 -3.9928 0.0 0.0 0.0
C 0.7486 0.0219 -3.1214 0.0 0.0 0.0
N 0.7398 0.4222 -1.8436 0.2 -0.3 -0.1
H -1.6621 0.7209 4.2060 0.0 0.0 0.0
H -0.2185 1.6673 4.3812 0.0 0.0 0.0
H 2.1423 4.0272 -1.0111 0.0 0.0 0.0
H 3.6121 5.7924 -0.1414 0.0 0.0 0.0
H 4.8946 5.4233 1.9415 0.0 0.0 0.0
H 4.7180 3.2649 3.1326 0.0 0.0 0.0
H 3.2540 1.4860 2.2604 -0.1 0.0 0.0
H 3.6495 2.0921 -1.8021 0.0 0.0 0.0
H 3.6735 1.3208 -4.1627 0.0 0.0 0.0
H 1.7295 -0.0098 -5.0136 0.0 0.0 0.0
H -0.0875 -0.5860 -3.4338 0.0 0.0 0.0
O -6.1043 1.9124 0.0229 0.0 0.0 0.0
S -4.9881 2.3629 0.7964 -0.1 0.0 0.1
O -4.9824 2.1705 2.2153 0.0 0.0 0.0
N -3.6070 1.6836 0.1591 0.1 -0.1 0.0
C -2.8152 2.5843 -0.3099 -0.1 0.0 0.0
S -1.2824 2.2515 -1.0361 -0.1 0.0 -0.2
C -3.2948 3.9942 -0.2029 0.1 0.0 0.0
C -2.6671 5.1687 -0.5784 0.0 0.0 0.0
C -3.3309 6.3664 -0.3427 0.0 0.0 0.0
C -4.5853 6.3838 0.2594 0.0 0.0 0.0
C -5.2126 5.2039 0.6455 0.0 0.0 0.0
C -4.5420 4.0264 0.3957 0.0 0.0 0.1
H -1.6880 5.1506 -1.0385 0.0 0.0 0.0
H -2.8661 7.3006 -0.6275 0.0 0.0 0.0
H -5.0793 7.3302 0.4334 0.0 0.0 0.0
H -6.1857 5.2104 1.1171 0.0 0.0 0.0
C -3.4606 -0.0914 -2.5409 0.0 -0.1 -0.1
S -2.5040 -1.1607 -1.4489 -0.1 0.0 0.1
C -3.7893 -1.6996 -0.3075 -0.1 0.0 0.0
H -4.1866 -0.7044 -3.0716 0.0 0.0 0.0
H -2.7725 0.3640 -3.2496 0.0 0.0 0.0
H -3.9579 0.6718 -1.9479 0.0 0.0 0.0
H -4.2698 -0.8252 0.1283 0.0 0.0 0.0
H -3.3093 -2.3097 0.4563 0.0 0.0 0.0
H -4.5104 -2.3055 -0.8527 0.0 0.0 0.0
C 1.5980 -4.9140 -3.6953 0.0 0.0 0.0
C 0.5123 -4.0543 -3.7634 0.0 0.0 0.0
C 0.2250 -3.2131 -2.6966 0.0 0.0 0.0
C 1.0069 -3.2023 -1.5396 0.1 0.0 0.0
C 2.1018 -4.0752 -1.4987 0.0 0.1 0.0
C 2.3930 -4.9220 -2.5583 0.0 0.0 0.0
Si 0.6264 -2.2440 0.0423 0.2 -0.2 -0.2
C -0.4896 -3.3604 1.0792 -0.1 0.0 -0.1
C -0.6619 -3.1889 2.4570 0.0 0.0 0.0
C -1.5402 -3.9806 3.1762 0.0 0.0 0.0
C -2.2790 -4.9662 2.5286 0.0 0.0 0.0
C -2.1154 -5.1628 1.1681 0.0 0.0 0.0
C -1.2260 -4.3664 0.4520 0.0 0.0 0.0
C 2.2657 -2.0725 0.9660 0.0 0.0 0.1
C 2.5521 -2.9536 2.0153 -0.1 0.0 0.1
C 3.7610 -2.9029 2.6972 0.0 0.0 0.0
C 4.7236 -1.9709 2.3420 0.0 0.0 0.0
C 4.4817 -1.1126 1.2786 0.0 0.0 0.0
C 3.2722 -1.1742 0.6033 0.0 0.0 -0.1
H 1.8221 -5.5757 -4.5218 0.0 0.0 0.0
H -0.1189 -4.0453 -4.6433 0.0 0.0 0.0
H -0.6472 -2.5779 -2.7680 -0.1 0.0 0.0
H 2.7438 -4.0961 -0.6259 0.0 0.0 0.0
H 3.2417 -5.5905 -2.4940 0.0 0.0 0.0
H -0.0905 -2.4292 2.9831 0.0 0.0 0.0
H -1.6517 -3.8348 4.2433 0.0 0.0 0.0
H -2.9751 -5.5775 3.0879 0.0 0.0 0.0
H -2.6713 -5.9405 0.6602 0.0 0.0 0.0
H -1.1008 -4.5439 -0.6106 0.0 0.0 0.0
H 1.8241 -3.7002 2.3079 0.0 0.0 0.0
H 3.9491 -3.5960 3.5070 0.0 0.0 0.0
H 5.6624 -1.9243 2.8785 0.0 0.0 0.0
H 5.2410 -0.4061 0.9659 0.0 0.0 0.0
H 3.1404 -0.5372 -0.2585 0.0 0.1 -0.1
```
Forces are in eV/Å.

Results
- ⟨S²⟩ = 0.766
- LUMO (spin up / spin down) (Eh) = -0.1592 / -0.1576
- HOMO energy (spin up / spin down) (eV) = -10.7 / -10.7
- net charge = +1
- 2S+1 = 2
- frontier orbital gap (spin up / spin down) (eV) = 6.38 / 6.44
- ΔE to the lowest compared entry with this formula, charge and spin (kJ/mol) = 37.43

Calculated E_tot in order - -1669.16909 -4743.77660 -958.82070 -645.34247 -1858.85922 -3930.51928 Ha